ORCA calculation (ωB97M-V/def2-TZVPD) on a cluster of 14 separate species, C60H75N9O5 in total.

Last column: Löwdin charge in e.
CARTESIAN COORDINATES (ANGSTROEM)
N 3.143 0.885 -1.319  0.052
C 4.256 0.984 -0.556  -0.164
C 5.326 0.143 -0.746  -0.079
C 5.269 -0.823 -1.726  -0.088
C 4.125 -0.967 -2.494  -0.047
C 3.103 -0.046 -2.274  -0.129
H 4.114 1.806 0.135  0.104
H 6.163 0.284 -0.070  0.107
H 6.011 -1.606 -1.831  0.107
H 3.956 -1.859 -3.080  0.101
H 2.213 -0.090 -2.890  0.094
N -3.329 -1.841 -3.777  0.067
C -4.425 -2.441 -4.267  -0.150
C -5.360 -3.007 -3.436  -0.078
C -5.259 -2.816 -2.052  -0.073
C -4.169 -2.153 -1.548  -0.060
C -3.198 -1.703 -2.460  -0.158
H -4.617 -2.455 -5.333  0.104
H -6.199 -3.545 -3.858  0.100
H -6.061 -3.244 -1.465  0.107
H -4.001 -2.072 -0.482  0.098
H -2.271 -1.256 -2.119  0.078
N -5.212 3.631 -0.725  0.057
C -6.385 3.162 -1.227  -0.142
C -6.499 1.906 -1.793  -0.066
C -5.343 1.145 -1.960  -0.077
C -4.140 1.613 -1.499  -0.068
C -4.144 2.859 -0.852  -0.165
H -7.283 3.732 -1.033  0.097
H -7.476 1.585 -2.127  0.101
H -5.468 0.207 -2.486  0.096
H -3.235 1.022 -1.525  0.083
H -3.216 3.257 -0.457  0.100
N 0.118 5.458 -0.630  0.063
C 1.064 4.891 0.152  -0.163
C 2.403 5.274 0.178  -0.067
C 2.740 6.345 -0.640  -0.084
C 1.766 6.991 -1.365  -0.089
C 0.482 6.525 -1.355  -0.159
H 0.703 4.087 0.781  0.086
H 3.080 4.701 0.795  0.097
H 3.773 6.653 -0.752  0.108
H 2.039 7.928 -1.838  0.107
H -0.351 7.005 -1.856  0.107
N -1.526 0.769 -7.106  0.053
C -0.245 1.137 -7.219  -0.146
C 0.574 1.289 -6.103  -0.078
C 0.057 1.085 -4.838  -0.088
C -1.264 0.749 -4.751  -0.094
C -2.053 0.573 -5.890  -0.134
H 0.231 1.328 -8.173  0.100
H 1.581 1.660 -6.254  0.094
H 0.725 1.280 -4.009  0.088
H -1.771 0.581 -3.806  0.080
H -3.069 0.213 -5.838  0.093
N 1.151 -2.991 7.092  0.064
C 1.154 -2.298 5.945  -0.169
C 0.802 -2.823 4.731  -0.089
C 0.561 -4.172 4.608  -0.077
C 0.647 -4.964 5.749  -0.059
C 0.908 -4.305 6.959  -0.152
H 1.409 -1.246 6.009  0.090
H 0.874 -2.231 3.824  0.090
H 0.256 -4.688 3.707  0.100
H 0.373 -6.007 5.706  0.100
H 0.901 -4.914 7.855  0.097
N 4.265 1.677 5.854  0.058
C 4.589 0.468 6.304  -0.163
C 4.446 -0.698 5.564  -0.079
C 3.942 -0.632 4.273  -0.079
C 3.743 0.621 3.719  -0.067
C 3.790 1.704 4.590  -0.157
H 5.065 0.433 7.279  0.104
H 4.574 -1.655 6.053  0.104
H 3.738 -1.518 3.683  0.099
H 3.400 0.837 2.717  0.080
H 3.622 2.718 4.246  0.099
N 3.778 4.003 -5.649  0.050
C 4.396 3.507 -4.583  -0.146
C 3.704 3.302 -3.394  -0.086
C 2.422 3.751 -3.262  -0.099
C 1.816 4.330 -4.367  -0.082
C 2.465 4.348 -5.584  -0.144
H 5.452 3.275 -4.630  0.102
H 4.163 2.855 -2.523  0.079
H 1.885 3.567 -2.341  0.092
H 0.766 4.527 -4.173  0.106
H 1.970 4.577 -6.516  0.102
N -1.968 -4.896 0.665  0.068
C -3.274 -5.141 0.901  -0.146
C -3.974 -4.404 1.829  -0.086
C -3.308 -3.457 2.600  -0.084
C -2.047 -3.089 2.242  -0.076
C -1.399 -3.869 1.282  -0.155
H -3.814 -5.892 0.340  0.101
H -5.033 -4.569 1.987  0.101
H -3.847 -3.052 3.450  0.109
H -1.523 -2.295 2.761  0.092
H -0.324 -3.773 1.175  0.087
C -0.482 -4.187 -2.409  -0.010
C 0.455 -3.269 -3.153  -0.476
O 1.529 -2.893 -2.728  0.037
C -0.036 -2.721 -4.457  -0.022
H -0.057 -5.181 -2.306  0.089
H -1.416 -4.300 -2.965  0.072
H -0.788 -3.620 -1.528  0.062
H -0.705 -1.864 -4.342  0.057
H -0.606 -3.489 -4.986  0.083
H 0.724 -2.364 -5.154  0.084
C -0.316 3.912 4.684  -0.003
C 0.058 2.448 4.528  -0.490
O 0.546 2.017 3.509  0.033
C -0.294 1.471 5.641  -0.014
H -1.097 4.202 3.988  0.087
H 0.624 4.423 4.474  0.088
H -0.634 4.011 5.719  0.072
H -0.572 0.478 5.300  0.071
H -1.070 1.900 6.276  0.074
H 0.583 1.353 6.286  0.088
C 4.355 -3.334 0.807  -0.011
C 3.031 -4.089 0.681  -0.459
O 2.142 -3.907 1.472  0.046
C 2.929 -5.126 -0.434  -0.009
H 4.842 -3.132 -0.149  0.060
H 5.098 -3.782 1.465  0.088
H 4.178 -2.319 1.174  0.064
H 2.117 -5.827 -0.242  0.081
H 3.830 -5.744 -0.399  0.082
H 2.803 -4.645 -1.402  0.066
C -3.216 0.787 2.249  -0.016
C -4.703 0.818 1.898  -0.489
O -5.137 0.030 1.100  0.068
C -5.475 1.928 2.603  -0.017
H -2.904 1.820 2.414  0.070
H -2.667 0.473 1.356  0.066
H -2.931 0.084 3.030  0.077
H -6.445 1.958 2.105  0.081
H -4.973 2.880 2.425  0.077
H -5.555 1.809 3.682  0.084
C 1.161 -0.378 1.082  -0.008
C 0.126 -0.120 0.026  -0.471
O -0.469 -0.981 -0.583  0.052
C -0.127 1.338 -0.341  -0.013
H 1.320 -1.467 1.059  0.068
H 0.777 -0.309 2.103  0.074
H 2.127 0.074 0.898  0.050
H -0.587 1.370 -1.328  0.071
H 0.789 1.925 -0.307  0.050
H -0.841 1.798 0.350  0.071

LUMO level	0.40	eV
DFT total energy	-87082.05270	eV
HOMO	-9.19	eV
multiplicity	1
Kohn-Sham gap	9.59	eV
net charge	0

***

ORCA calculation (ωB97M-V/def2-TZVPD) on a structure of composition C60H77BrN2O2PtSSi.

Last column: Löwdin charge in e.
CARTESIAN COORDINATES (ANGSTROEM)
Pt 0.383 0.666 -0.124  0.707
C 2.892 -3.035 0.837  -0.068
C 4.350 -2.628 1.038  -0.343
C 5.179 -2.701 -0.272  -0.081
C 4.626 -1.331 1.805  -0.101
C 5.987 -1.062 1.947  -0.055
C 6.485 -0.066 2.763  -0.068
C 5.607 0.569 3.620  -0.056
C 4.243 0.349 3.545  -0.148
C 3.449 0.853 4.754  -0.344
C 3.107 2.350 4.705  -0.057
C 2.247 -0.022 5.105  -0.052
C 3.714 -0.433 2.458  -0.152
N 2.411 -0.188 2.049  0.115
C 2.095 1.067 2.070  -0.184
C 0.820 1.757 2.120  -0.177
N -0.409 1.319 1.923  0.009
C -1.512 1.985 2.466  -0.176
C -1.526 2.401 3.824  -0.128
C -2.655 3.028 4.335  -0.044
C -3.794 3.223 3.581  -0.056
C -3.793 2.796 2.268  -0.043
C -2.677 2.211 1.686  -0.137
C -2.765 1.977 0.187  -0.371
C -3.192 3.288 -0.505  -0.055
C -3.741 0.846 -0.156  -0.035
C -0.388 2.178 4.807  -0.376
C -0.854 1.367 6.022  -0.048
C 0.203 3.514 5.272  -0.058
H 2.759 -3.555 -0.111  0.078
H 2.210 -2.198 0.854  0.024
H 2.572 -3.717 1.618  0.077
H 4.779 -3.390 1.699  0.135
H 5.333 -1.714 -0.703  0.056
H 4.667 -3.319 -1.009  0.071
H 6.159 -3.148 -0.098  0.068
H 6.690 -1.671 1.395  0.107
H 7.547 0.136 2.807  0.104
H 5.986 1.224 4.397  0.117
H 4.149 0.740 5.587  0.132
H 2.239 2.547 4.078  0.031
H 3.950 2.917 4.307  0.091
H 2.894 2.721 5.709  0.076
H 1.518 -0.065 4.302  0.050
H 1.758 0.354 6.004  0.069
H 2.582 -1.041 5.304  0.094
H 2.942 1.756 2.137  0.134
H 0.933 2.814 2.385  0.125
H -2.645 3.362 5.365  0.109
H -4.666 3.700 4.009  0.107
H -4.675 2.956 1.663  0.115
H -1.779 1.686 -0.188  0.046
H -4.278 3.393 -0.493  0.084
H -2.870 3.319 -1.546  0.066
H -2.759 4.154 -0.006  0.076
H -4.695 0.989 0.355  0.082
H -3.337 -0.120 0.144  0.065
H -3.930 0.816 -1.231  0.073
H 0.403 1.609 4.323  0.070
H -1.617 1.900 6.589  0.078
H -0.012 1.186 6.691  0.069
H -1.270 0.404 5.721  0.074
H -0.532 4.086 5.838  0.082
H 0.523 4.124 4.425  0.084
H 1.066 3.343 5.918  0.058
C 1.362 -2.231 -7.339  -0.044
C 2.256 -2.632 -6.157  -0.557
C 2.399 -4.163 -6.127  -0.044
C 3.643 -2.026 -6.378  -0.067
C 1.634 -2.176 -4.843  -0.182
C 2.302 -1.387 -3.926  -0.097
C 1.698 -1.069 -2.723  -0.526
Br 2.750 -0.057 -1.489  0.865
C 0.412 -1.486 -2.326  -0.410
O -0.119 -1.168 -1.182  -0.250
C -0.261 -2.332 -3.274  -0.069
C 0.361 -2.625 -4.473  0.015
C -1.591 -3.003 -2.910  -0.514
C -1.292 -4.058 -1.833  -0.033
C -2.627 -2.003 -2.373  -0.037
C -2.232 -3.707 -4.112  -0.065
H 1.816 -2.561 -8.276  0.084
H 1.245 -1.147 -7.378  0.071
H 0.372 -2.681 -7.266  0.079
H 2.900 -4.514 -7.032  0.083
H 1.426 -4.651 -6.067  0.078
H 2.989 -4.473 -5.263  0.090
H 4.044 -2.367 -7.334  0.084
H 4.337 -2.335 -5.595  0.085
H 3.597 -0.936 -6.401  0.086
H 3.301 -1.016 -4.107  0.092
H -0.159 -3.262 -5.176  0.093
H -0.905 -3.596 -0.925  0.052
H -0.554 -4.778 -2.194  0.092
H -2.208 -4.604 -1.587  0.085
H -2.262 -1.502 -1.483  0.057
H -3.551 -2.530 -2.119  0.086
H -2.849 -1.250 -3.129  0.063
H -1.627 -4.545 -4.463  0.081
H -2.392 -3.010 -4.938  0.086
H -3.202 -4.103 -3.810  0.084
C -1.993 0.629 -5.588  -0.076
C -2.679 0.919 -4.418  -0.095
C -1.994 1.399 -3.313  -0.104
C -0.620 1.632 -3.354  -0.290
C 0.051 1.337 -4.542  -0.112
C -0.623 0.838 -5.645  -0.076
Si 0.400 2.252 -1.881  0.629
C 0.190 4.054 -1.321  -0.305
C 0.597 5.063 -2.193  -0.107
C 0.712 6.376 -1.764  -0.084
C 0.428 6.704 -0.445  -0.087
C -0.006 5.719 0.430  -0.081
C -0.124 4.409 -0.010  -0.131
H -2.523 0.244 -6.450  0.104
H -3.749 0.761 -4.358  0.108
H -2.542 1.581 -2.400  0.054
H 1.121 1.500 -4.607  0.093
H -0.077 0.612 -6.552  0.092
H 1.714 2.411 -2.573  -0.021
H 0.856 4.812 -3.216  0.103
H 1.050 7.140 -2.452  0.102
H 0.552 7.723 -0.100  0.101
H -0.230 5.968 1.460  0.103
H -0.447 3.643 0.687  0.065
C -6.866 -1.610 1.972  -0.048
C -5.371 -1.757 2.036  -0.278
C -4.703 -2.691 1.251  -0.028
C -3.319 -2.778 1.277  -0.069
C -2.592 -1.927 2.088  -0.376
C -3.238 -0.989 2.883  -0.085
C -4.621 -0.922 2.860  -0.044
S -0.786 -2.105 2.039  0.884
C -0.646 -2.463 3.830  -0.210
O -0.577 -3.415 1.387  -0.521
H -7.311 -2.377 1.341  0.074
H -7.126 -0.633 1.559  0.080
H -7.312 -1.675 2.965  0.081
H -5.267 -3.357 0.609  0.114
H -2.786 -3.506 0.678  0.095
H -2.677 -0.304 3.507  0.097
H -5.127 -0.194 3.485  0.118
H -1.370 -3.238 4.074  0.064
H -0.834 -1.551 4.396  0.027
H 0.364 -2.824 4.007  0.048

LUMO level	-1.28	eV
DFT total energy	-162544.98335	eV
HOMO	-7.24	eV
energy above the lowest of the compared OMol25 structures with the same formula, charge and spin	80.7	kcal per mole
multiplicity	1
Kohn-Sham gap	5.96	eV
net charge	0